Density functional theory data (ωB97M-V/def2-TZVPD) for C3H6N2OS in the gas phase at a distorted geometry.

Atoms and positions in Å:
C 2.003 -0.700 -0.244
N 0.644 -0.037 0.025
O -0.071 -0.421 1.264
C -0.014 1.004 -0.270
N -1.198 1.437 0.046
C -2.263 0.553 0.317
S -2.602 -0.935 -0.266
H 1.865 -1.783 -0.595
H 2.872 -0.579 0.459
H 2.395 -0.293 -1.180
H -0.881 -1.083 0.931
H 0.419 1.632 -1.122
H -3.169 1.204 0.635

- Relative energy (zero: lowest compared OMol25 entry of this formula, charge and spin): 5.4096 eV
- SMILES: CN(O)/C=N\C=S
- E: -19066.757 eV
- Kohn-Sham gap: 8.70 eV